No. 1
Formula: C38H73Cl26F2INO3S3
Source: the Open Molecules 2025 dataset
Level of theory: ωB97M-V with the def2-TZVPD basis set

Last column: Löwdin charge in e.
Geometry (Å):
I (-1.547, 0.125, -2.494)  1.39
Cl (-2.562, 0.007, 4.565)  0.57
Cl (13.490, -5.280, 7.696)  0.50
Cl (3.068, 4.821, 4.476)  0.52
Cl (-10.428, 1.827, -5.517)  0.56
Cl (-10.207, 4.706, -5.121)  0.52
Cl (1.490, -6.509, -5.710)  0.50
Cl (-6.328, 3.534, -4.368)  0.50
Cl (7.006, -4.347, 5.458)  0.49
Cl (2.575, 3.563, -2.449)  0.61
Cl (-7.061, 4.818, 4.467)  0.52
Cl (-4.510, -1.763, -2.143)  0.47
Cl (-6.549, 0.655, -4.765)  0.48
Cl (0.791, 6.286, 0.545)  0.56
Cl (-4.187, 4.359, 4.295)  0.51
Cl (13.711, -2.400, 8.093)  0.50
Cl (8.189, -0.244, 1.045)  0.51
Cl (4.442, 2.886, -4.583)  0.55
Cl (-1.384, -6.050, -5.538)  0.49
Cl (-1.397, 5.285, 2.191)  0.56
Cl (-3.102, -3.181, -4.265)  0.49
Cl (-0.047, 1.431, 4.185)  0.59
Cl (4.669, 7.192, 3.914)  0.52
Cl (-7.901, -0.130, -1.841)  0.50
Cl (-6.466, -0.542, 0.663)  0.57
Cl (9.831, -4.855, 4.944)  0.51
Cl (7.968, -3.124, 0.648)  0.52
S (2.738, 2.671, 1.897)  0.74
S (1.752, -2.406, 1.834)  0.81
S (2.125, -0.899, -6.421)  0.64
F (3.654, -0.789, 1.251)  -0.15
F (3.831, -0.863, -1.220)  -0.09
O (0.071, -6.970, -1.719)  -0.04
O (1.778, -6.566, 0.072)  -0.09
O (-0.363, 1.596, -0.713)  -0.34
N (-0.001, -0.641, -1.270)  -0.41
C (12.646, -3.729, 7.616)  -1.05
C (-3.957, 2.293, 1.600)  -0.20
C (2.480, 1.587, 0.340)  -0.41
C (2.477, -1.507, -0.931)  -0.20
C (-8.050, -0.506, -0.121)  -0.97
C (2.293, -1.084, 0.637)  -0.51
C (2.869, -3.056, -1.236)  -0.13
C (3.587, 1.107, 4.101)  -0.20
C (2.046, 0.203, -2.869)  -0.16
C (-0.582, 2.776, 0.049)  -0.25
C (8.221, -4.715, 4.227)  -1.04
C (3.637, 5.932, 3.225)  -1.04
C (-5.560, 3.284, -0.420)  -0.14
C (0.775, -0.274, -5.282)  -0.58
C (-1.331, 3.867, -0.985)  -0.08
C (3.488, 4.172, -3.835)  -0.96
C (-2.621, -0.047, 0.992)  -0.21
C (-4.291, -3.313, -2.964)  -0.99
C (-0.700, 6.703, 1.397)  -0.96
C (1.337, 0.862, -4.190)  -0.32
C (7.124, -1.573, 0.569)  -1.04
C (4.244, 2.010, 2.865)  -0.48
C (2.517, -5.712, -0.874)  -0.16
C (1.296, -0.874, -1.951)  -0.21
C (1.492, 0.355, 0.699)  -0.17
C (-11.272, 3.378, -5.597)  -0.99
C (0.414, -6.879, -0.430)  -0.26
C (-5.693, 3.889, 5.093)  -1.01
C (-0.827, -7.083, 0.669)  -0.01
C (1.794, -4.225, -1.120)  -0.19
C (-3.506, 1.186, 0.428)  -0.24
C (-0.016, -6.979, -4.912)  -1.03
C (-1.234, 0.858, 5.363)  -0.95
C (-7.393, 2.206, -4.845)  -1.10
C (-5.493, 2.787, 1.156)  -0.25
C (0.001, 0.343, -0.074)  -0.35
C (-0.674, -1.974, -0.958)  -0.18
C (-1.039, 0.028, 1.116)  -0.15
H (2.085, 2.357, -0.480)  0.00
H (-6.659, 3.710, -0.605)  0.09
H (-0.479, 7.461, 2.153)  0.04
H (3.646, -5.565, -0.549)  0.14
H (-4.066, 1.806, 2.662)  0.08
H (-4.718, 4.071, -0.663)  0.07
H (-5.969, 3.537, 1.917)  0.07
H (-2.454, 4.062, -0.630)  0.07
H (0.572, 1.720, -3.981)  0.07
H (-1.480, -8.028, 0.385)  0.10
H (-3.308, 3.267, 1.583)  0.05
H (-0.420, -7.218, 1.759)  0.09
H (-11.613, 3.545, -6.622)  0.03
H (2.774, 6.402, 2.747)  -0.01
H (3.255, -1.080, -5.599)  -0.13
H (4.161, 4.964, -3.497)  0.04
H (-1.272, 3.469, -2.084)  0.08
H (-7.734, 2.374, -5.869)  0.00
H (-0.479, -2.811, -1.786)  0.13
H (2.789, 4.572, -4.573)  0.04
H (-12.131, 3.351, -4.922)  0.03
H (1.294, 0.479, 1.874)  0.10
H (4.942, 2.866, 3.255)  0.07
H (12.305, -3.561, 6.592)  0.01
H (-0.410, -2.458, 0.056)  0.08
H (11.787, -3.756, 8.291)  0.03
H (8.230, -3.913, 3.485)  -0.01
H (-0.196, -8.042, -5.089)  0.04
H (0.078, -6.795, -3.839)  -0.02
H (2.571, -6.244, -1.940)  0.14
H (-0.701, -0.994, 1.638)  0.12
H (0.382, 3.389, 0.400)  0.08
H (3.336, -3.077, -2.336)  0.16
H (-1.868, -1.917, -0.980)  0.03
H (4.209, 5.370, 2.483)  0.01
H (-0.743, 0.176, 6.061)  0.04
H (-0.832, 0.827, 1.985)  0.06
H (6.783, -1.405, -0.456)  0.03
H (2.901, -3.234, 2.037)  -0.04
H (-2.997, -0.145, 2.131)  0.06
H (1.236, -4.343, -2.169)  0.13
H (-1.422, 7.099, 0.678)  0.04
H (-3.945, -4.054, -2.239)  0.03
H (-8.667, 0.258, 0.359)  0.04
H (-3.097, -1.037, 0.522)  0.10
H (3.793, -3.318, -0.526)  0.14
H (-0.790, 4.915, -0.942)  0.03
H (4.389, 1.071, 4.976)  0.09
H (-8.524, -1.485, -0.010)  0.03
H (2.637, 1.733, 4.461)  0.01
H (-5.248, -3.629, -3.387)  0.04
H (3.264, 0.026, 3.740)  0.07
H (2.229, 1.390, -4.788)  0.06
H (2.900, -0.416, -3.448)  0.13
H (-5.471, 2.362, -1.172)  0.07
H (-1.580, -6.158, 0.625)  0.10
H (3.562, 1.349, -0.020)  0.10
H (0.186, -1.143, -4.726)  0.04
H (7.963, -5.661, 3.745)  0.03
H (1.139, -1.787, -2.712)  0.16
H (6.265, -1.600, 1.244)  0.01
H (0.951, -4.144, -0.317)  0.08
H (2.623, 1.077, -2.350)  0.06
H (-5.873, 2.826, 4.915)  0.03
H (-3.102, 1.779, -0.483)  0.06
H (-1.637, 1.716, 5.907)  0.04
H (-4.550, 0.726, 0.072)  0.03
H (4.890, 1.327, 2.145)  0.08
H (-1.279, 2.752, 0.982)  0.08
H (-8.252, 2.179, -4.170)  -0.04
H (-5.599, 4.073, 6.166)  0.03
H (-0.056, 0.295, -5.923)  0.10
H (-6.145, 1.790, 1.199)  0.04

Values from the calculation:
LUMO level = -0.1468 Eh
gap between HOMO and LUMO = 6.79 eV
charge = +1

***

No. 2
Formula: C3H11N2OP
Source: the Open Molecules 2025 dataset
Level of theory: ωB97M-V with the def2-TZVPD basis set

Last column: Löwdin charge in e.
Geometry (Å):
P (-1.523, -1.317, -2.829)  0.64
O (1.191, -0.069, -0.293)  -0.06
N (-2.889, -0.792, -3.343)  -0.33
N (-0.846, 0.092, -2.328)  -0.23
C (1.462, 1.524, 1.542)  -0.03
C (0.517, 0.340, 0.891)  -0.45
C (0.472, -0.821, 1.887)  -0.07
H (1.145, -0.955, -0.390)  0.02
H (-3.475, -1.451, -3.819)  -0.07
H (-0.181, 0.054, -1.563)  -0.03
H (1.421, -1.075, 2.391)  0.09
H (1.220, 1.480, 2.668)  0.08
H (0.929, 2.399, 1.099)  0.07
H (2.583, 1.343, 1.298)  0.11
H (-1.539, 0.682, -1.929)  0.01
H (-0.084, -0.525, 2.816)  0.09
H (-0.419, 0.697, 0.683)  0.09
H (0.015, -1.607, 1.218)  0.10

Values from the calculation:
LUMO level = 0.0226 Eh
gap between HOMO and LUMO = 9.79 eV
ΔE to the lowest compared entry with this formula, charge and spin = 51.9 kcal/mol

***

No. 3
Formula: C26H34Cl2F6N2OPdSSb
Source: the Open Molecules 2025 dataset
Level of theory: ωB97M-V with the def2-TZVPD basis set

Last column: Löwdin charge in e.
Geometry (Å):
Sb (3.485, 0.378, 2.506)  1.46
Pd (0.720, -0.897, 1.102)  1.18
Cl (0.412, -3.385, 0.527)  0.63
Cl (1.092, -3.842, 3.391)  0.65
S (-0.262, -0.921, 4.223)  1.00
F (2.691, -1.337, 1.761)  -0.44
F (1.855, 0.359, 3.508)  -0.41
F (4.303, -0.651, 3.815)  -0.30
F (2.311, 1.092, 1.137)  -0.36
F (3.951, 2.060, 3.121)  -0.29
F (4.858, 0.189, 1.264)  -0.30
O (-0.561, -0.835, 2.694)  -0.66
N (-0.810, -0.196, 0.023)  -0.01
N (1.623, -0.700, -0.700)  -0.05
C (3.548, -0.529, -2.054)  0.05
C (-3.670, 1.926, -2.373)  -0.55
C (-3.675, 1.301, -3.779)  -0.02
C (4.395, 0.137, -4.836)  -0.03
C (-2.094, -0.215, 0.370)  -0.05
C (-0.409, 0.447, -1.103)  -0.15
C (1.002, 0.229, -1.459)  -0.18
C (-3.214, 3.392, -2.455)  -0.02
C (4.874, 1.988, -3.195)  -0.02
C (-1.626, -1.898, 4.825)  -0.41
C (-2.475, -2.566, 3.960)  -0.08
C (-2.761, -2.812, 6.719)  -0.04
C (-1.742, -2.027, 6.204)  -0.07
C (-5.084, 1.873, -1.796)  -0.05
C (1.653, 0.833, -2.511)  0.09
C (3.768, 1.184, -3.904)  -0.55
C (2.864, -1.084, -0.997)  -0.08
C (-1.322, 1.133, -1.866)  0.08
C (-2.680, 1.160, -1.518)  -0.10
C (-3.634, -3.470, 5.864)  -0.04
C (-3.046, 0.441, -0.382)  0.06
C (0.996, -4.548, 1.812)  -0.87
C (-3.487, -3.354, 4.490)  -0.05
C (2.905, 2.137, -4.730)  -0.05
C (2.971, 0.486, -2.820)  -0.10
C (-0.747, 0.703, 4.795)  -0.18
H (-2.338, -2.492, 2.891)  0.09
H (-0.678, 0.704, 5.883)  0.08
H (4.454, 2.735, -2.519)  0.10
H (-2.695, 1.352, -4.255)  0.08
H (-4.425, -4.085, 6.272)  0.12
H (3.312, -1.838, -0.366)  0.12
H (0.261, -5.345, 1.789)  0.05
H (2.510, 2.959, -4.129)  0.09
H (-1.765, 0.910, 4.474)  0.08
H (-4.159, -3.882, 3.826)  0.12
H (5.538, 1.341, -2.621)  0.09
H (-3.162, 3.848, -1.466)  0.10
H (2.076, 1.618, -5.217)  0.10
H (-3.992, 0.258, -3.748)  0.10
H (3.640, -0.523, -5.266)  0.10
H (-0.980, 1.635, -2.759)  0.13
H (4.552, -0.875, -2.250)  0.14
H (3.515, 2.581, -5.515)  0.10
H (-3.933, 3.955, -3.049)  0.10
H (1.134, 1.582, -3.088)  0.12
H (-5.750, 2.447, -2.438)  0.10
H (5.143, -0.472, -4.329)  0.08
H (-2.867, -2.914, 7.790)  0.12
H (4.899, 0.648, -5.656)  0.10
H (-4.375, 1.849, -4.408)  0.10
H (-1.049, -1.534, 6.874)  0.12
H (-5.133, 2.313, -0.799)  0.10
H (1.976, -4.865, 1.477)  0.05
H (-0.030, 1.410, 4.387)  0.06
H (-2.240, 3.496, -2.936)  0.08
H (5.473, 2.506, -3.944)  0.10
H (-2.343, -0.744, 1.278)  0.11
H (-4.074, 0.388, -0.058)  0.12
H (-5.473, 0.854, -1.756)  0.09

Values from the calculation:
multiplicity = 2
LUMO level (alpha / beta) = -0.3063 / -0.3465 Eh
gap between HOMO and LUMO (alpha / beta) = 6.29 / 5.19 eV
ΔE to the lowest compared entry with this formula, charge and spin = 11.1 kcal/mol
charge = +2

***

No. 4
Formula: C40H36N4O6PRuS4
Source: the Open Molecules 2025 dataset
Level of theory: ωB97M-V with the def2-TZVPD basis set

Last column: Löwdin charge in e.
Geometry (Å):
Ru (-0.137, -0.377, 0.455)  0.81
S (-1.785, -2.028, -2.808)  0.67
S (4.525, 0.480, -2.962)  0.64
S (-0.345, 0.526, -1.958)  0.62
S (1.910, 1.255, 0.108)  0.71
P (1.229, -0.903, 2.217)  0.96
O (5.486, -0.553, -2.702)  -0.29
O (3.272, -3.377, -5.982)  -0.03
O (-2.219, 0.422, -3.645)  -0.25
O (-0.782, 1.596, 1.324)  -0.22
O (4.104, 0.705, -4.316)  -0.28
O (3.187, -4.537, -3.387)  0.05
N (2.740, -2.390, -3.892)  0.13
N (0.401, -2.217, -0.347)  -0.10
N (3.198, 0.259, -2.001)  -0.09
N (-2.704, 0.258, -0.045)  0.06
C (0.192, -4.593, -0.490)  -0.02
C (3.872, 1.695, 3.953)  -0.07
C (-0.186, -1.560, 3.053)  -0.39
C (3.659, -2.430, -5.021)  -0.24
C (-1.792, -2.494, 4.524)  -0.09
C (-2.448, -1.663, 2.326)  -0.09
C (-0.478, -2.134, 4.282)  -0.08
C (4.121, 2.284, -1.208)  -0.22
C (5.029, 1.998, -2.209)  -0.22
C (2.590, -3.493, -3.141)  -0.43
C (4.415, -4.099, 1.426)  -0.07
C (-4.997, 0.083, -0.695)  -0.04
C (3.500, -4.278, 2.455)  -0.07
C (3.027, 2.531, 4.670)  -0.08
C (2.542, -3.307, 2.710)  -0.07
C (4.379, -2.947, 0.651)  -0.05
C (-1.673, 2.370, 0.510)  -0.18
C (1.131, 1.251, 3.934)  -0.10
C (-1.511, -0.396, -2.855)  -1.25
C (6.264, 3.948, -1.708)  -0.06
C (-3.172, -0.136, -4.550)  -0.12
C (1.256, -2.257, -1.374)  -0.14
C (3.350, 0.640, 3.220)  -0.09
C (4.278, 3.416, -0.429)  -0.03
C (1.977, 0.414, 3.208)  -0.36
C (-2.757, -2.264, 3.541)  -0.07
C (-2.882, 1.560, 0.157)  -0.27
C (-0.134, -3.373, 0.070)  -0.12
C (1.626, -3.436, -1.992)  -0.10
C (-4.107, 2.188, -0.025)  -0.01
C (1.657, 2.307, 4.662)  -0.07
C (-1.130, -1.285, 2.050)  -0.28
C (3.424, -1.975, 0.903)  -0.10
C (-3.745, -0.461, -0.464)  -0.17
C (1.096, -4.630, -1.533)  0.02
C (5.360, 4.247, -0.693)  -0.06
C (6.110, 2.807, -2.487)  -0.03
C (2.504, -2.150, 1.938)  -0.33
C (3.076, 1.214, -1.132)  -0.74
C (-5.182, 1.436, -0.465)  -0.05
H (-0.840, -3.314, 0.882)  0.10
H (3.437, 3.355, 5.240)  0.10
H (1.680, -1.309, -1.670)  0.04
H (-3.555, -1.512, -0.642)  0.09
H (3.378, -1.094, 0.276)  0.07
H (0.062, 1.069, 3.932)  0.11
H (-2.075, -2.945, 5.466)  0.10
H (5.505, 5.140, -0.100)  0.11
H (-1.965, 3.265, 1.062)  0.13
H (5.078, -2.808, -0.164)  0.12
H (3.655, -1.453, -5.488)  0.11
H (5.153, -4.864, 1.220)  0.11
H (-4.207, 3.247, 0.171)  0.12
H (1.815, -3.460, 3.499)  0.09
H (-3.782, -2.560, 3.732)  0.10
H (4.660, -2.644, -4.639)  0.13
H (3.573, 3.636, 0.362)  0.10
H (-3.243, -1.515, 1.612)  0.07
H (-0.265, -5.492, -0.101)  0.11
H (4.940, 1.865, 3.961)  0.11
H (3.524, -5.179, 3.053)  0.10
H (0.292, -2.283, 5.031)  0.11
H (-5.804, -0.546, -1.045)  0.11
H (-2.691, -0.840, -5.227)  0.08
H (-6.148, 1.898, -0.621)  0.11
H (0.997, 2.952, 5.228)  0.11
H (4.012, -0.003, 2.654)  0.10
H (-1.164, 2.651, -0.417)  0.10
H (6.806, 2.564, -3.278)  0.12
H (3.339, -4.237, -5.545)  0.07
H (0.048, 2.096, 1.380)  0.03
H (1.402, -5.555, -2.004)  0.13
H (7.098, 4.613, -1.894)  0.11
H (-3.574, 0.714, -5.094)  0.09
H (-3.959, -0.657, -4.005)  0.07
H (2.219, -1.550, -3.696)  0.12

Values from the calculation:
multiplicity = 2
LUMO level (alpha / beta) = -0.0018 / -0.0133 Eh
gap between HOMO and LUMO (alpha / beta) = 7.31 / 7.22 eV
ΔE to the lowest compared entry with this formula, charge and spin = 11.9 kcal/mol

***

No. 5
Formula: C6H11NO2
Source: the Open Molecules 2025 dataset
Level of theory: ωB97M-V with the def2-TZVPD basis set

Last column: Löwdin charge in e.
Geometry (Å):
O (-2.797, -0.399, -1.329)  0.07
O (-2.417, 1.747, -0.977)  0.07
N (2.982, 0.029, 0.525)  0.08
C (-0.157, -1.398, 0.713)  -0.05
C (0.068, 1.085, 1.182)  -0.05
C (-0.115, 0.249, -1.197)  -0.07
C (-1.931, 0.646, -1.140)  -0.38
C (0.257, -0.033, 0.187)  -0.50
C (2.020, -0.178, -0.278)  -0.13
H (-2.308, -1.230, -1.435)  0.10
H (-0.328, -2.115, -0.094)  0.08
H (-0.052, -0.587, -1.893)  0.10
H (0.971, 1.562, 1.570)  0.07
H (0.598, -1.809, 1.390)  0.09
H (-1.091, -1.310, 1.277)  0.09
H (2.279, -0.698, -1.214)  0.10
H (-0.473, 1.974, 0.842)  0.09
H (2.693, 0.482, 1.398)  0.04
H (-0.499, 0.812, 2.077)  0.09
H (0.300, 1.172, -1.604)  0.12

Values from the calculation:
LUMO level = 0.0168 Eh
gap between HOMO and LUMO = 9.47 eV
ΔE to the lowest compared entry with this formula, charge and spin = 69.2 kcal/mol

***

For each record above, in turn, the calculated max |F| values are 8.2; 6.4; 0.9; 0.3; 5.9 eV Å⁻¹.